1.
56
Properties=species:S:1:pos:R:3:mulliken_charge:R:1 method="wB97M-V/def2-TZVPD" molar_mass_g_mol=463.58 total_energy_ha=-2152.022304 relative_energy_kj_mol=266.2
C -5.811 -0.940 0.427 -1.0613
C -4.510 -0.916 1.223 -0.6901
N -3.390 -0.372 0.480 0.4740
C -2.791 -1.178 -0.562 -1.0780
C -1.561 -1.920 -0.045 -0.7286
S -3.445 1.262 0.150 1.1989
O -4.224 1.892 1.172 -0.7339
O -3.776 1.524 -1.224 -0.6867
C -1.719 1.704 0.392 0.3281
C -1.092 2.536 -0.516 -0.2840
C 0.236 2.881 -0.313 -0.7758
C 0.901 2.369 0.784 -0.2680
S 2.659 2.666 0.982 1.4331
O 3.025 3.811 0.205 -0.7485
O 2.974 2.631 2.380 -0.7523
N 3.285 1.295 0.287 0.2951
C 4.036 0.341 1.071 -1.3484
C 3.506 -1.051 0.846 0.8094
C 2.371 -1.514 1.506 -0.0265
C 1.900 -2.782 1.213 -0.5030
C 2.576 -3.545 0.272 -0.4796
C 3.700 -2.996 -0.326 -0.3750
N 4.152 -1.785 -0.050 -0.5431
C 3.421 1.285 -1.154 -1.3950
C 2.149 0.894 -1.838 0.0222
C 1.352 -0.211 -1.743 0.6672
C 0.270 -0.001 -2.632 -0.7150
C 0.487 1.214 -3.200 -0.7940
O 1.617 1.761 -2.725 -0.3826
C 0.264 1.563 1.709 -0.3616
C -1.066 1.232 1.516 -1.1454
H -6.620 -1.317 1.047 0.4102
H -6.051 0.071 0.106 0.3124
H -5.724 -1.572 -0.454 0.2828
H -4.236 -1.920 1.557 0.3525
H -4.634 -0.272 2.095 0.4001
H -3.518 -1.894 -0.958 0.3145
H -2.511 -0.499 -1.370 0.5040
H -0.803 -1.212 0.282 -0.0813
H -1.832 -2.556 0.794 0.3911
H -1.143 -2.541 -0.833 0.4765
H -1.652 2.893 -1.365 0.5805
H 0.764 3.540 -0.984 0.5439
H 3.922 0.648 2.111 0.5775
H 5.097 0.367 0.796 0.3305
H 1.877 -0.889 2.234 0.3584
H 1.022 -3.171 1.708 0.4478
H 2.243 -4.537 0.013 0.4063
H 4.269 -3.546 -1.064 0.3922
H 4.221 0.587 -1.417 0.4663
H 3.689 2.293 -1.486 0.4399
H 1.521 -1.072 -1.131 0.4236
H -0.543 -0.668 -2.827 0.6261
H -0.062 1.773 -3.931 0.5047
H 0.817 1.233 2.575 0.7825
H -1.606 0.613 2.215 0.4053


2.
122
Properties=species:S:1:pos:R:3:mulliken_charge:R:1 method="wB97M-V/def2-TZVPD" molar_mass_g_mol=828.07 total_energy_ha=-2964.493353
Zr 19.337 12.897 -6.681 -0.2645
O 19.957 11.617 -8.178 0.8163
H 20.147 11.086 -8.976 -0.9961
O 20.237 12.648 -4.812 -0.7550
H 20.436 13.089 -3.963 0.0425
O 19.271 14.892 -7.166 -0.0163
H 19.034 15.558 -7.841 -0.0552
P 14.154 11.977 -4.682 1.5612
F 13.827 10.532 -3.943 -0.4110
F 13.549 11.314 -6.072 -0.4264
F 12.683 12.447 -4.217 -0.3167
F 14.453 13.325 -5.473 -0.3390
F 14.760 12.546 -3.260 -0.3715
F 15.643 11.547 -5.091 -0.7715
C 20.535 8.461 -10.051 -1.2035
C 20.020 9.469 -11.067 1.6964
C 21.048 10.449 -11.520 -0.8579
O 19.228 8.856 -12.070 -0.5927
H 19.826 7.671 -9.803 0.2945
H 20.700 9.042 -9.144 0.1190
H 21.447 7.996 -10.426 0.4623
H 19.345 10.116 -10.506 -0.8584
H 20.782 11.139 -12.320 0.3534
H 21.929 9.840 -11.725 0.4102
H 21.442 11.081 -10.724 -0.1067
H 19.030 9.501 -12.753 0.3399
C 16.920 8.689 -8.873 -1.0201
C 15.739 9.571 -8.849 0.6503
C 14.525 8.619 -8.611 -1.6081
O 15.884 10.352 -7.675 0.0441
H 17.820 9.257 -8.639 -0.2609
H 17.124 8.445 -9.916 0.5170
H 16.870 7.831 -8.203 0.3755
H 15.547 10.288 -9.647 0.1560
H 14.610 7.793 -9.316 0.4463
H 13.603 9.180 -8.764 0.4418
H 14.488 8.315 -7.565 0.3380
H 14.996 10.502 -7.342 -0.1661
C 20.511 19.121 -8.979 -1.5974
C 20.191 17.602 -8.897 0.7939
C 20.972 16.790 -9.845 -0.7457
O 20.514 17.246 -7.581 -0.5095
H 20.268 19.535 -9.958 0.4117
H 21.592 19.223 -8.876 0.2984
H 19.965 19.824 -8.350 0.3609
H 19.118 17.515 -9.071 0.2001
H 20.895 17.234 -10.837 0.4709
H 20.599 15.767 -9.903 -0.0262
H 21.950 16.722 -9.368 0.0285
H 20.078 16.471 -7.218 0.1767
C 16.816 15.874 -4.971 -1.5786
C 17.738 14.748 -4.575 1.8167
C 17.640 14.343 -3.034 -1.5609
O 17.482 13.593 -5.353 1.2214
H 17.377 16.636 -5.513 0.2730
H 16.475 16.425 -4.095 0.4537
H 16.020 15.664 -5.686 0.2446
H 18.785 14.965 -4.788 -0.6977
H 18.109 15.126 -2.438 0.4444
H 18.286 13.465 -3.028 0.2186
H 16.631 14.038 -2.757 0.4416
H 16.542 13.456 -5.215 -0.6501
C 22.311 18.423 -2.272 -1.3080
C 21.122 17.653 -2.888 0.7716
C 21.319 16.161 -2.959 -0.8285
O 20.042 17.981 -2.004 -0.5854
H 22.084 19.471 -2.075 0.3190
H 23.193 18.343 -2.908 0.2752
H 22.655 18.091 -1.292 0.3679
H 20.850 17.992 -3.888 0.1802
H 22.077 15.854 -3.679 0.2079
H 20.467 15.519 -3.183 -0.2159
H 21.405 15.762 -1.948 0.4533
H 19.656 18.759 -2.413 0.3476
C 23.497 12.829 -8.303 -0.9913
C 22.726 12.493 -7.040 0.6948
C 23.554 12.829 -5.780 -1.2585
O 21.616 13.322 -7.035 0.8152
H 22.909 12.860 -9.220 0.1294
H 24.303 12.147 -8.574 0.4339
H 23.826 13.868 -8.281 -0.1759
H 22.400 11.458 -6.936 0.2684
H 23.648 11.950 -5.142 0.3330
H 23.216 13.523 -5.010 0.0947
H 24.478 13.243 -6.183 0.3810
H 22.098 14.132 -6.851 -0.1253
C 17.630 12.632 -10.558 -1.4285
C 17.171 13.408 -9.281 1.3080
C 15.725 13.747 -9.261 -1.4274
O 17.360 12.594 -8.179 1.3763
H 17.133 12.795 -11.515 0.4345
H 17.595 11.543 -10.560 0.0634
H 18.706 12.800 -10.602 0.1696
H 17.712 14.355 -9.269 0.0336
H 15.365 14.378 -10.074 0.4324
H 15.563 14.346 -8.364 0.2112
H 15.051 12.891 -9.224 0.2219
H 16.817 11.832 -8.393 -0.9178
C 19.782 9.350 -5.465 -0.9898
C 18.337 9.910 -5.224 0.8360
C 18.006 10.284 -3.756 -1.4321
O 18.127 11.057 -6.016 1.9334
H 19.830 8.731 -6.361 0.2135
H 20.279 8.868 -4.623 0.4361
H 20.464 10.182 -5.641 -0.1124
H 17.527 9.229 -5.486 0.3359
H 16.972 10.480 -3.469 0.2315
H 18.625 11.130 -3.456 0.0617
H 18.304 9.473 -3.092 0.5248
H 17.286 10.779 -6.386 -1.2682
C 24.706 16.799 -8.214 -1.3997
C 24.077 16.717 -6.853 0.5414
C 23.720 18.023 -6.150 -0.9059
O 22.967 15.764 -6.945 0.3892
H 24.058 17.456 -8.793 0.2937
H 24.874 15.861 -8.742 0.2433
H 25.674 17.300 -8.193 0.4228
H 24.858 16.422 -6.152 0.3356
H 23.352 17.792 -5.150 0.0062
H 22.892 18.430 -6.730 0.0024
H 24.506 18.773 -6.244 0.4538
H 22.234 16.226 -7.358 -0.3706


3.
108
Properties=species:S:1:pos:R:3:mulliken_charge:R:1 method="wB97M-V/def2-TZVPD" molar_mass_g_mol=1107.05 total_charge=+1 total_energy_ha=-10883.262633 relative_energy_kj_mol=49.9
Sc -0.365 0.163 0.490 -0.4099
Br 1.265 2.226 4.237 -0.1407
C 1.953 0.481 4.046 0.3512
C 2.876 0.034 5.016 -0.4587
C 3.399 -1.220 4.938 0.0006
Br 4.640 -1.772 6.251 -0.2192
C 3.016 -2.099 3.890 1.1673
C 3.496 -3.419 3.750 -1.0383
C 3.049 -4.192 2.718 -1.5978
C 2.110 -3.641 1.824 -0.1797
N 1.649 -2.423 1.912 0.5588
C 2.088 -1.641 2.926 -0.6952
C 1.553 -0.309 2.996 -0.1043
O 0.710 0.114 2.079 0.0706
H 3.160 0.700 5.817 0.4462
H 4.209 -3.800 4.468 0.3708
H 3.392 -5.209 2.589 0.5645
H 1.718 -4.248 1.013 0.6584
C 4.618 -2.318 -2.852 -1.3236
C 4.038 -3.021 -1.647 0.5367
C 3.555 -4.420 -1.943 -1.0417
O 2.955 -2.237 -1.035 -0.0959
P 1.762 -1.482 -1.678 -0.3511
O 0.734 -1.157 -0.641 1.9005
C 2.392 0.074 -2.341 -0.8719
P 1.182 1.391 -2.180 -1.4814
O 0.714 1.518 -0.762 0.7091
O 0.006 1.023 -3.129 0.5018
C -0.037 1.260 -4.588 0.3068
C -0.099 -0.094 -5.252 -0.8424
C -1.241 2.130 -4.864 -1.2363
O 1.901 2.674 -2.695 -0.0256
C 1.833 3.980 -1.999 1.0252
C 0.478 4.597 -2.254 -1.0834
C 2.996 4.785 -2.521 -1.5657
O 1.212 -2.302 -2.882 -0.4796
C -0.107 -3.002 -2.892 1.8366
C -0.147 -4.085 -1.839 -0.9339
C -0.258 -3.537 -4.293 -1.6554
H 5.475 -2.889 -3.209 0.5417
H 4.967 -1.317 -2.607 0.3174
H 3.899 -2.267 -3.671 0.1913
H 4.774 -3.043 -0.842 0.3618
H 2.843 -4.427 -2.767 0.0975
H 3.093 -4.867 -1.065 0.2159
H 4.410 -5.034 -2.228 0.5509
H 2.690 -0.030 -3.385 0.5132
H 3.267 0.353 -1.749 0.5444
H 0.884 1.785 -4.855 0.4882
H -1.021 -0.605 -4.974 0.1607
H 0.749 -0.720 -4.971 0.0915
H -0.085 0.034 -6.334 0.4564
H -2.147 1.633 -4.525 0.2031
H -1.318 2.316 -5.936 0.4689
H -1.160 3.086 -4.350 0.2278
H 1.959 3.759 -0.938 -0.0965
H 0.333 4.771 -3.321 0.2848
H 0.415 5.558 -1.743 0.4889
H -0.327 3.962 -1.881 0.1140
H 2.898 4.951 -3.593 0.3483
H 3.942 4.284 -2.326 0.3909
H 3.012 5.755 -2.025 0.4110
H -0.846 -2.224 -2.690 -0.9909
H 0.597 -4.855 -2.046 0.2108
H -1.131 -4.552 -1.868 0.5205
H -0.003 -3.699 -0.831 -0.0291
H 0.519 -4.270 -4.509 0.3460
H -0.211 -2.742 -5.036 0.3910
H -1.226 -4.029 -4.381 0.3912
S -2.532 5.995 3.402 -0.2252
C -2.089 4.467 2.670 1.4523
C -0.870 4.423 1.992 -1.2188
C -0.465 3.239 1.417 -1.0807
N -1.195 2.118 1.461 1.1327
C -2.365 2.171 2.104 -0.9705
C -2.847 3.303 2.728 -0.9155
C -4.137 5.625 4.061 0.0366
C -4.285 5.329 5.407 0.0029
C -5.563 5.073 5.888 -0.3646
N -6.651 5.092 5.128 -0.5861
C -6.495 5.382 3.840 -0.3305
C -5.268 5.661 3.257 -0.0380
H -0.240 5.298 1.920 0.4795
H 0.481 3.173 0.899 0.7010
H -2.970 1.274 2.104 0.2336
H -3.802 3.268 3.229 0.4424
H -3.429 5.300 6.067 0.4222
H -5.712 4.842 6.935 0.3718
H -7.397 5.398 3.241 0.3807
H -5.197 5.901 2.206 0.4180
N -1.840 -1.229 1.871 -0.3129
C -1.900 -2.661 1.724 0.4891
C -2.684 -3.234 0.731 -0.2563
C -2.723 -4.614 0.597 -0.9249
C -1.974 -5.426 1.437 -0.5747
C -1.199 -4.845 2.430 -0.8328
C -1.165 -3.468 2.580 -0.2294
H -2.775 -0.843 1.747 0.2257
H -1.513 -0.987 2.802 0.2382
H -3.290 -2.612 0.088 0.2772
H -3.353 -5.054 -0.164 0.5101
H -2.010 -6.501 1.332 0.4302
H -0.626 -5.467 3.106 0.4480
H -0.569 -3.020 3.364 0.4541
Cl -4.475 -0.067 -0.014 -0.3210
Si -2.671 0.063 -1.124 0.3582
Cl -2.632 2.166 -1.491 -0.3328
Cl -3.230 -0.736 -2.988 -0.3751


4.
35
Properties=species:S:1:pos:R:3:mulliken_spin:R:1 method="wB97M-V/def2-TZVPD" molar_mass_g_mol=880.09 total_charge=-1 total_energy_ha=-12515.252152 relative_energy_kj_mol=0.0 spin_multiplicity=3
Mo -0.930 0.706 0.604 1.0146
S -8.261 1.115 0.366 -0.0023
C -6.614 1.054 0.390 -0.0013
S -5.623 2.134 1.304 0.0034
C -4.069 1.479 0.853 -0.0085
C -4.107 0.431 0.011 0.0150
S -2.646 -0.331 -0.578 -0.0387
S -5.688 -0.113 -0.483 0.0033
S -2.582 2.201 1.412 0.0343
C 1.865 0.166 3.130 0.0093
C 0.983 -0.598 2.203 0.0069
O -0.277 -0.395 2.204 0.0084
N 1.517 -1.523 1.434 0.0072
C 0.741 -2.256 0.446 -0.0343
C 0.826 -1.576 -0.894 -0.0048
C 1.438 -2.189 -1.970 0.0420
C 1.577 -1.494 -3.161 -0.0065
C 1.098 -0.202 -3.229 -0.0038
C 0.479 0.338 -2.115 -0.0284
N 0.337 -0.329 -0.962 0.0189
H 1.886 -0.359 4.087 -0.0002
H 1.449 1.160 3.273 -0.0005
H 2.877 0.245 2.732 -0.0057
H 2.516 -1.400 1.237 0.0010
H -0.293 -2.308 0.786 0.0040
H 1.140 -3.267 0.376 -0.0010
H 1.830 -3.191 -1.858 -0.0013
H 2.077 -1.946 -4.007 -0.0028
H 1.223 0.415 -4.107 -0.0011
H 0.099 1.350 -2.135 0.0010
Se 3.058 3.071 -2.668 -0.0107
Sb 2.930 2.135 -0.473 -0.0518
Se 0.630 2.611 0.571 -0.0218
Se 4.459 2.897 1.322 0.7326
Se 4.052 -0.033 -0.097 0.3235